(1)
Molecular formula: C12H13BiClO2
Method: DFT, the ωB97M-V functional and the def2-TZVPD basis

Structure (ORCA input):
```
! wB97M-V def2-TZVPD RIJCOSX def2/J DEFGRID3
* xyz -1 1
C -0.732 1.042 2.289
C -1.536 1.642 1.257
C -0.673 2.424 0.456
H -2.627 1.597 1.178
C 0.662 2.282 0.917
C 0.645 1.427 2.046
H 1.483 1.211 2.708
H -1.103 0.491 3.155
H -0.975 3.004 -0.400
H 1.534 2.811 0.516
Bi 0.007 -1.236 1.428
Cl -1.288 -3.186 2.019
C 0.029 -1.339 -2.265
C 0.879 -0.249 -2.667
C 0.027 0.885 -2.872
H 1.969 -0.271 -2.650
C -1.336 0.483 -2.635
C -1.335 -0.907 -2.270
H -2.193 -1.490 -1.921
H 0.365 -2.339 -2.001
H 0.359 1.887 -3.108
H -2.208 1.122 -2.626
C 4.284 -1.685 0.872
C 2.901 -1.202 0.859
O 2.028 -2.028 1.521
O 2.518 -0.167 0.308
H 4.288 -2.785 0.961
H 4.794 -1.289 1.772
H 4.788 -1.405 -0.060
*
```

The orbital gap (alpha / beta) comes out at 5.112 / 4.360 eV.

Here is what natural (NBO) gives for the atomic charges, in e: C -0.4846; C -0.3262; C -0.2357; H 0.2131; C -0.2730; C -0.3580; H 0.2148; H 0.2206; H 0.2143; H 0.2146; Bi 1.6444; Cl -0.6078; C -0.3126; C -0.3589; C -0.2888; H 0.1982; C -0.3402; C -0.3530; H 0.1944; H 0.1908; H 0.1873; H 0.1878; C -0.7180; C 0.7735; O -0.8892; O -0.6056; H 0.2310; H 0.2332; H 0.2338

=====

(2)
Molecular formula: C12H13ClCrO2
Method: DFT, the ωB97M-V functional and the def2-TZVPD basis

Structure (ORCA input):
```
! wB97M-V def2-TZVPD RIJCOSX def2/J DEFGRID3
* xyz -1 4
C -3.023 -0.992 -0.105
C -2.013 -1.215 -1.151
C -1.359 0.056 -1.380
H -1.944 -2.126 -1.772
C -1.991 1.047 -0.604
C -2.947 0.413 0.287
H -3.766 0.932 0.785
H -3.572 -1.771 0.481
H -0.616 0.279 -2.170
H -1.859 2.130 -0.719
Cr -1.149 -0.969 0.886
Cl 0.341 -2.508 1.565
C 2.459 0.245 -0.005
C 2.229 1.512 -0.646
C 2.162 1.268 -2.068
H 2.054 2.450 -0.102
C 2.473 -0.076 -2.317
C 2.590 -0.742 -1.044
H 2.605 -1.800 -0.797
H 2.272 0.026 1.053
H 1.938 2.024 -2.811
H 2.653 -0.496 -3.277
C -0.278 1.296 4.411
O -0.412 0.373 3.315
C -0.163 0.804 2.058
O 0.388 1.887 1.864
H 0.623 1.066 4.969
H -1.113 1.117 5.086
H -0.276 2.334 4.102
*
```

The orbital gap (alpha / beta) comes out at 3.451 / 4.658 eV. The expectation value of S² is 4.057.

Here is what natural (NBO) gives for the atomic charges, in e: C -0.4169; C -0.3815; C -0.2347; H 0.2559; C -0.2056; C -0.3443; H 0.2369; H 0.2368; H 0.2877; H 0.2464; Cr 1.0727; Cl -0.5122; C -0.3666; C -0.3623; C -0.3735; H 0.1938; C -0.3869; C -0.3668; H 0.1868; H 0.1876; H 0.1739; H 0.1782; C -0.2680; O -0.5721; C 0.5873; O -0.6136; H 0.1844; H 0.1725; H 0.2040

=====

(3)
Molecular formula: C12H13ClN2O2Tc
Method: DFT, the ωB97M-V functional and the def2-TZVPD basis

Structure (ORCA input):
```
! wB97M-V def2-TZVPD RIJCOSX def2/J DEFGRID3
* xyz 2 4
Cl -3.705 -0.983 -0.044
C 0.899 -1.381 -1.596
C 1.733 -0.195 -1.490
C 0.913 0.947 -1.877
H 2.793 -0.172 -1.240
C -0.413 0.420 -2.202
C -0.413 -0.987 -1.999
H -1.357 -1.582 -2.033
H 1.269 -2.409 -1.502
H 1.213 1.983 -1.952
C -1.569 1.202 -2.698
Tc 0.220 0.238 -0.099
C 1.571 0.894 1.055
C 0.072 -1.511 0.716
O 2.370 1.297 1.831
O -0.003 -2.570 1.221
H -1.561 2.212 -2.261
H -2.489 0.693 -2.353
H -1.557 1.289 -3.801
C -3.925 3.446 1.895
N -2.731 2.625 1.834
C -1.974 2.278 2.948
C -0.965 1.494 2.512
N -1.062 1.417 1.133
C -2.168 2.065 0.749
H -4.807 2.889 1.542
H -4.065 3.727 2.951
H -3.803 4.359 1.288
H -2.243 2.606 3.944
H -0.202 0.979 3.098
H -2.647 1.978 -0.233
*
```

The orbital gap (alpha / beta) comes out at 9.100 / 6.127 eV. The expectation value of S² is 3.764.

Here is what natural (NBO) gives for the atomic charges, in e: Cl 0.0155; C -0.1311; C -0.2505; C -0.2856; H 0.3081; C 0.0026; C -0.1932; H 0.3065; H 0.3115; H 0.3062; C -0.6551; Tc 0.4702; C 0.6480; C 0.6243; O -0.3223; O -0.3330; H 0.2429; H 0.2414; H 0.2974; C -0.4226; N -0.2817; C -0.0138; C -0.0832; N -0.5362; C 0.2354; H 0.2426; H 0.2477; H 0.2444; H 0.2680; H 0.2518; H 0.2434